Molecular formula: C8H8F6O6PRb
Method: DFT, ωB97M-V/def2-TZVPD

Last column: natural (NBO) charge in e.
Atoms and positions in Å:
Rb -24.88421 -24.58382 26.94548  0.98
C -20.02805 -21.01028 25.94289  -0.56
C -21.43209 -21.10474 25.91327  0.39
C -22.02695 -22.50030 25.68444  0.43
O -23.26343 -22.65182 25.58075  -0.78
C -21.15081 -23.59908 25.58509  -0.62
C -19.73380 -23.50535 25.57547  0.44
C -19.12586 -22.09452 25.80727  0.41
O -17.89767 -21.99964 25.94351  -0.68
O -18.98585 -24.46489 25.34978  -0.67
O -22.21502 -20.16052 26.08964  -0.69
H -19.59814 -20.02352 26.08169  0.19
H -21.58030 -24.57873 25.37982  0.17
P -27.93211 -27.10916 26.94412  2.60
F -27.29891 -25.73385 27.60349  -0.63
F -27.65700 -27.93526 28.29884  -0.59
F -29.37507 -26.67951 27.49671  -0.59
F -28.55159 -28.40250 26.22809  -0.59
F -28.16183 -26.26342 25.58312  -0.60
F -26.42783 -27.50727 26.45166  -0.60
C -20.53877 -25.71335 28.61837  -0.09
C -21.82130 -26.50982 28.49780  -0.09
O -22.57337 -26.32289 27.29778  -0.75
O -20.71634 -24.33090 28.71428  -0.74
H -19.83148 -25.93595 27.80222  0.19
H -20.06307 -26.07092 29.53992  0.16
H -22.45951 -26.27363 29.35085  0.17
H -21.56207 -27.57729 28.57968  0.15
H -22.04867 -26.72924 26.60117  0.48
H -21.05616 -23.98854 27.85985  0.50

Charge: -2
HOMO energy, eV: -0.91
Largest force on an atom, eV/Å: 1.00
Total energy, hartree: -1726.060957